(1)
41
Properties=species:S:1:pos:R:3:lowdin_charge:R:1 method="wB97M-V/def2-TZVPD" total_charge=0 homo_ev=-9.2 smiles="COC(=O)N1CC=C[C@@]1(C)C(=O)NCc1cc(F)cc(C(F)(F)F)c1" homo_lumo_gap_ev=9.81
N 3.72568 -0.36248 -0.15011 0.0559
C -4.73760 -0.74863 -0.13165 -0.5884
C -2.46050 -0.35840 0.82175 0.0395
C 4.96387 -1.11933 -0.02765 -0.1177
C 4.55908 -2.49454 -0.44644 -0.0325
C -1.33694 0.43301 1.01556 -0.1733
C 1.46131 -1.34340 0.44688 -0.4255
H 1.62178 0.30368 -1.79862 0.0773
H -2.50044 -1.35238 1.23957 0.1315
O 4.94052 1.46818 0.20577 -0.0295
H -0.42877 2.33972 0.58230 0.1313
N 1.01090 -0.17152 0.91693 0.0994
H 4.62567 3.38122 -0.52752 0.0974
H 5.26590 -3.30270 -0.47217 0.1072
C 5.00768 2.87763 0.36256 -0.0429
H 2.71174 -3.39510 -1.08035 0.1237
C 3.70917 0.97373 -0.04102 -0.5238
C 1.99694 -0.71009 -1.90903 0.0139
H 6.05873 3.11042 0.51163 0.0947
H 1.40995 0.69159 0.55330 0.0901
H 2.75142 -0.72385 -2.69322 0.0961
H -4.33859 1.78253 -1.03976 0.1340
C -3.53618 0.12864 0.09132 -0.1054
C -3.50844 1.39662 -0.47016 0.0648
C 2.60708 -1.20723 -0.59209 -0.3477
H -0.34272 -1.08850 2.16370 0.1222
F -4.59645 -1.52538 -1.22287 0.1432
H 1.17636 -1.36249 -2.19639 0.0980
C -1.29346 1.70580 0.45822 0.0534
C -0.14574 -0.08462 1.78136 -0.1095
H 0.08253 0.58674 2.61569 0.1326
F -4.96899 -1.58058 0.89354 0.1428
F -2.32581 3.39501 -0.80558 0.0723
O 1.01262 -2.42442 0.76383 0.0783
C 3.27890 -2.54149 -0.76323 -0.0115
O 2.72001 1.68363 -0.12385 0.0581
C -2.37401 2.16367 -0.27210 -0.2507
F -5.86539 -0.04698 -0.31668 0.1395
H 5.74287 -0.69788 -0.67339 0.1305
H 4.42016 3.19512 1.22639 0.0975
H 5.33275 -1.09023 1.00435 0.1333

(2)
14
Properties=species:S:1:pos:R:3:lowdin_charge:R:1 method="wB97M-V/def2-TZVPD" total_charge=0 homo_ev=-8.2 smiles="C/C=C/C=C/O" homo_lumo_gap_ev=9.04
C 0.45008 -0.62489 -1.68334 -0.2087
H 1.34622 -1.43294 -3.22293 0.0978
C -0.55225 0.47638 1.63044 -0.1710
H -0.11271 1.55480 -0.14022 0.1059
O 1.06625 -1.66953 -2.32725 -0.0203
H 0.00615 0.09018 -2.36946 0.1198
H -2.32585 1.42275 2.37200 0.0723
C -0.08114 0.61098 0.38976 -0.1290
H 1.08861 -1.23915 0.18844 0.1135
H -1.13040 2.54404 1.86869 0.0695
H -0.94428 1.66300 3.40256 0.0663
H -0.56690 -0.49153 2.11692 0.1036
C -1.24433 1.57899 2.36017 -0.1181
C 0.50057 -0.52466 -0.36570 -0.1016

(3)
79
Properties=species:S:1:pos:R:3:lowdin_charge:R:1 method="wB97M-V/def2-TZVPD" total_charge=-2 homo_ev="-1.6 / -1.6" spin_multiplicity=6 homo_lumo_gap_ev="5.54 / 5.42"
C 0.63000 -3.12889 -3.74129 -0.2020
C -2.54521 -5.15853 -0.90628 -0.1864
O -1.86582 1.89133 3.09282 0.0219
C -3.38834 -2.59078 -1.37394 -0.1856
H -3.74389 -1.61255 -1.68875 0.0848
C -4.30194 -3.68893 -1.95148 -0.1839
H -0.57558 -4.50974 -1.53997 0.0903
H 0.62246 -2.49505 -4.63020 0.1054
C 0.02493 -2.18734 2.37387 -0.2572
H -1.13069 -3.73681 -0.05987 0.0885
H -3.37059 0.07600 -2.38241 0.0856
C -1.55639 -0.45215 2.81557 -0.1067
H -0.30237 -3.70004 -3.72759 0.0853
P -0.75327 -1.43009 -1.78784 1.0833
C -3.56916 -5.04078 -2.03457 -0.2077
H -3.09917 1.26962 -5.92267 0.1012
C 0.78719 -2.21325 -2.51212 -0.4384
H -0.46526 0.30445 -3.30270 -0.0177
H -0.62366 -4.26962 2.37937 0.1031
C -1.44790 -4.07929 -1.04739 -0.1878
H -2.01166 -3.11144 -2.90215 0.0837
C -2.27647 -2.82086 2.40150 -0.1006
H -1.87335 2.06645 -4.11563 0.1081
H -5.19576 -3.78968 -1.32944 0.1040
S 2.78158 0.46105 -0.87422 0.0343
H 3.51238 -3.98325 -1.39528 0.1028
H 3.19193 -2.49190 -4.00845 0.1119
C -0.88703 -3.32782 2.86512 -0.0962
H -2.26392 -0.48282 3.64329 0.1396
H -2.74586 -3.50505 1.69003 0.0794
H -3.41851 -2.61026 -0.28130 0.0917
H -0.13074 -1.22018 4.32313 0.1392
H 1.68547 -2.25923 -0.54076 0.0548
C -3.12992 -0.66280 -4.95666 -0.2096
O -0.61671 -1.79374 1.15782 -0.1938
H -2.11930 1.15560 -1.79092 0.0338
H 1.19207 -3.83848 -1.11311 0.0865
H -2.09399 -6.15347 -0.91423 0.1029
H -3.04748 -5.12643 -2.99144 0.1070
O 1.82679 0.11656 4.00314 0.0036
C -3.45091 0.83763 -4.98203 -0.1968
C 1.64525 -2.89396 -1.42714 -0.2443
C -1.61798 1.01326 2.27101 -0.6387
C 1.05485 -0.00295 3.04871 -0.6294
C -0.15268 -0.95019 3.26940 -0.1107
O 1.20530 0.50852 1.89232 -0.1700
C -1.89622 -1.48612 1.73149 -0.2788
S 0.17438 2.53022 -1.45072 0.0506
C -1.68266 -0.93051 -4.54361 -0.1888
H -3.31457 -1.09200 -5.94655 0.1014
H -3.80565 -1.17120 -4.26036 0.0933
H -1.50879 -2.00707 -4.57523 0.0729
H -1.00482 -0.47878 -5.27477 0.1088
H 1.63446 -4.98348 -3.20522 0.1050
H -3.06332 -5.05287 0.05199 0.0966
S 3.40221 3.54508 -2.65614 -0.2424
H -4.63241 -3.39692 -2.95224 0.0997
C -2.46382 0.61505 -2.67185 -0.2579
H -3.47080 2.36831 -3.43591 0.1057
H -2.96866 -2.66300 3.22824 0.1098
C -1.35098 -0.32992 -3.16196 -0.4653
H -0.81753 -3.45284 3.94501 0.1084
H 1.05782 -2.47288 2.18198 0.1619
C 3.07228 -3.14188 -1.94118 -0.1969
C 3.09569 -3.42751 -3.44984 -0.2000
O -1.48886 1.14399 1.00831 -0.1885
H -2.57291 -1.12921 0.95886 0.1357
C -1.95593 -2.86461 -1.83911 -0.4090
H -4.53847 0.96198 -4.96116 0.0959
S 1.81410 0.96920 -4.26891 -0.1463
H 3.96158 -4.04785 -3.69734 0.0990
H 1.85057 -4.49177 -4.88373 0.1016
Ru 0.32038 0.39632 -0.20096 1.0217
H -4.28725 -5.86374 -1.99116 0.0995
As 2.08619 1.91393 -2.36180 -0.5658
H 1.33978 -1.32364 -2.84704 0.0215
H 3.68310 -2.26473 -1.73262 0.0747
C -2.80118 1.58505 -3.79818 -0.1875
C 1.79938 -4.11743 -3.85681 -0.2058

(4)
51
Properties=species:S:1:pos:R:3:lowdin_charge:R:1 method="wB97M-V/def2-TZVPD" total_charge=+2 homo_ev=-14.9 homo_lumo_gap_ev=8.90
H 2.09965 4.04943 0.24381 0.1065
H -3.87435 1.16423 1.23392 0.1078
H -4.00623 -2.47274 -3.54825 0.1404
O -1.31253 0.29416 -2.31635 -0.1861
C -2.25803 -0.39121 -2.91118 -0.5574
N 1.81837 -0.91920 -1.94384 0.0367
H 4.66796 -0.42907 -3.39141 0.1257
H -4.05858 -4.72802 -2.43803 0.1311
H 2.75137 3.09472 1.60780 0.1025
O -2.98251 -0.03751 -3.79849 0.1431
H -4.41333 0.34934 2.71671 0.1090
H -4.03197 2.68334 3.44109 0.1295
H -2.49384 2.74340 2.58387 0.1211
O -1.28854 0.34702 1.08519 -0.6662
C 2.84179 1.56221 -0.65311 -0.3934
H -0.54724 0.87845 3.40819 0.0974
N 1.63244 1.31714 -0.22376 0.0343
H 5.28755 3.79953 -0.38336 0.0992
C 4.91068 2.88142 -0.81925 -0.0138
C 2.99297 3.57829 0.65913 -0.0161
H 3.59377 -1.73630 -3.62294 0.1284
H 4.88864 3.01814 -1.90224 0.1068
C -2.38532 -1.80114 -2.33261 -0.1395
H 3.71893 4.35790 0.85998 0.0976
S -2.20193 -0.21094 2.19509 1.0357
C -2.46082 1.44653 4.32433 -0.2101
H -3.18608 0.94335 4.96546 0.1244
H -2.42686 -5.20859 -0.59740 0.1357
O -0.42485 -4.46734 0.94184 0.2048
C -3.34325 -3.97634 -2.13278 0.0186
N -1.52652 -2.06893 -1.36058 0.0690
C -2.43737 -4.25497 -1.10568 0.0527
H 1.64233 -1.70338 -2.56561 0.0866
C -1.54971 -3.26018 -0.75692 -0.1726
H -1.93038 2.17212 4.93887 0.1271
N 3.85494 -0.93175 -3.07934 0.1936
H 0.27484 -4.43345 1.61511 0.1654
N 3.47049 0.70581 -1.54437 0.1688
C -3.17103 2.09040 3.13750 -0.2138
C -3.32394 -2.73881 -2.75240 0.0628
O 0.18599 -2.34830 0.56011 -0.0048
C -3.60200 0.92193 2.26021 -0.2993
C -1.48090 0.42503 3.74416 -0.2820
H 4.42631 0.93457 -1.75621 0.1201
C -0.51742 -3.32582 0.31346 -0.4334
H -1.25732 -0.41302 4.40054 0.0972
C 2.98495 -0.41216 -2.19219 -0.4587
Y -0.06785 -0.25477 -0.68412 1.5416
H 1.32963 2.05116 0.40626 0.0478
H 5.61373 2.09010 -0.54752 0.1049
N 3.57337 2.62424 -0.28269 -0.1266